No. 1
# C27H52BrN7OPRe

A molecular structure, C27H52BrN7OPRe (ωB97M-V with the def2-TZVPD basis set, OMol25).

M   787.8 g mol⁻¹
Energy relative to the best compared isomer or geometry (same formula, charge and spin)   6.3 kcal/mol
2S+1   2
Total charge   +3

Last column: Mulliken charge in e.
Geometry (Å):
1 Re -0.084635 -0.094280 -0.038089  0.4463
2 C 2.005574 0.215684 5.093804  -1.1240
3 N 0.865765 0.327939 4.158309  0.1439
4 C -0.487032 0.485510 4.712141  -0.9875
5 C 1.011486 0.160345 2.849202  0.7600
6 N -0.007635 0.083133 2.022039  -0.0278
7 N 2.323991 0.058510 2.413708  0.0512
8 C 2.827123 0.002458 1.128726  0.5705
9 N 4.159370 0.083694 1.061708  -0.3620
10 N 2.052671 -0.123362 0.086374  -0.3885
11 H 1.634888 0.342056 6.101629  0.3145
12 H 2.741526 1.008948 4.933010  0.4151
13 H 2.482099 -0.765818 5.038074  0.4275
14 H -0.401307 0.896006 5.709468  0.3348
15 H -1.015300 -0.468581 4.774207  0.3603
16 H -1.064513 1.196546 4.122205  0.3530
17 H -0.881307 0.135062 2.505835  -0.5254
18 H 3.012411 0.146053 3.136131  0.1701
19 H 4.745227 0.167005 1.874347  0.1720
20 H 4.627577 0.020857 0.175689  0.2102
21 H 2.565143 -0.137764 -0.785262  0.1748
22 C 1.318015 5.795409 -5.066904  -1.5084
23 C 0.054775 4.903365 -5.068151  1.7165
24 C 0.060096 4.037804 -6.333295  -2.0638
25 C -1.209253 5.787276 -5.065730  -1.5163
26 C 0.054085 4.070166 -3.800903  -0.0433
27 C 0.090328 2.653952 -3.845215  -0.5492
28 C 0.071609 1.994718 -2.669925  0.1555
29 Br 0.102474 0.083497 -2.663726  -0.0733
30 C 0.017030 2.610153 -1.386997  1.5767
31 O -0.039229 1.845471 -0.316508  -0.0871
32 C 0.013427 4.047630 -1.319474  -1.2367
33 C 0.024839 4.697211 -2.541067  -0.7211
34 C -0.008698 4.926060 -0.040581  1.9908
35 C 0.029126 4.203630 1.317604  -1.7364
36 C -1.296489 5.774929 -0.069512  -1.5442
37 C 1.221475 5.856678 -0.086410  -1.6950
38 H 1.329172 6.389519 -5.983507  0.4678
39 H 2.234000 5.196786 -5.041050  0.3528
40 H 1.331972 6.488085 -4.220663  0.3273
41 H 0.036378 4.687381 -7.209466  0.4274
42 H -0.819735 3.384879 -6.390345  0.4150
43 H 0.966008 3.424390 -6.411470  0.4017
44 H -1.224163 6.377042 -5.984494  0.4684
45 H -1.225221 6.483804 -4.223058  0.3309
46 H -2.122034 5.183649 -5.036060  0.3545
47 H 0.133338 2.120549 -4.789209  0.6439
48 H 0.012388 5.777508 -2.529156  0.4697
49 H -0.850719 3.576169 1.482879  0.1170
50 H 0.039965 4.970518 2.096881  0.6375
51 H 0.927887 3.591186 1.439827  0.2591
52 H -2.190227 5.140056 -0.074733  0.2817
53 H -1.340997 6.430661 -0.943081  0.3377
54 H -1.334853 6.408642 0.821520  0.4704
55 H 2.153456 5.281596 -0.103818  0.3776
56 H 1.227642 6.489593 0.805425  0.4784
57 H 1.214358 6.517777 -0.956136  0.3264
58 C 1.024977 -5.337817 0.667094  -0.8575
59 N 0.018817 -4.547722 -0.104997  0.0004
60 C -0.930351 -5.292996 -0.989985  -0.8538
61 C -0.014276 -3.265225 -0.040618  0.6772
62 N -0.079192 -2.098989 0.031145  -0.4387
63 H 0.504080 -6.064229 1.285346  0.3314
64 H 1.612697 -4.679610 1.299094  0.2987
65 H 1.679379 -5.856271 -0.027745  0.3532
66 H -1.497156 -5.994915 -0.382737  0.3591
67 H -0.367948 -5.836813 -1.744215  0.3563
68 H -1.612191 -4.599746 -1.474681  0.2673
69 C -3.336212 -2.412817 0.992441  -1.2574
70 C -3.421089 -1.535390 -0.269423  -0.6901
71 P -2.550899 0.059770 -0.103091  0.7454
72 C -3.188445 0.790410 1.437533  -0.3811
73 C -4.689326 1.098825 1.455329  -1.5400
74 C -3.168418 1.155755 -1.435461  -0.0743
75 C -4.567979 0.842610 -1.987722  -1.5815
76 H -3.712841 -3.416749 0.781644  0.4111
77 H -3.956699 -2.007508 1.796907  0.3144
78 H -2.315165 -2.506210 1.373347  0.2381
79 H -4.464975 -1.332192 -0.509029  0.5892
80 H -2.990007 -2.031110 -1.143085  0.3639
81 H -2.602971 1.697107 1.609217  0.0864
82 H -2.947008 0.089486 2.245455  0.4066
83 H -4.947019 1.876686 0.736306  0.3612
84 H -4.982218 1.456997 2.441757  0.4349
85 H -5.291865 0.213782 1.237933  0.3475
86 H -2.448295 1.125666 -2.250803  0.1597
87 H -3.131453 2.168855 -1.026146  0.2929
88 H -4.576318 -0.098015 -2.541072  0.3893
89 H -4.866156 1.630310 -2.681400  0.4355
90 H -5.329686 0.789700 -1.208798  0.3560

Cartesian forces, eV/Å:
Re 0.46 3.02 0.24
C -0.10 0.12 -0.13
N -0.03 -0.07 0.28
C 0.13 -0.01 0.03
C 0.46 -0.06 0.04
N 0.05 -0.05 -0.76
N -0.33 -0.01 -0.36
C -0.07 0.02 0.12
N -0.19 -0.07 -0.08
N -0.21 -0.18 0.08
H -0.09 -0.01 0.09
H -0.08 -0.01 -0.04
H -0.07 0.02 -0.05
H 0.01 0.03 0.11
H 0.05 -0.02 -0.04
H 0.03 0.05 0.00
H -0.36 0.03 0.20
H 0.16 0.04 0.17
H 0.04 0.04 0.05
H 0.09 0.00 -0.12
H 0.14 -0.04 -0.07
C -0.11 -0.01 -0.06
C 0.10 0.09 0.00
C -0.02 -0.03 0.02
C 0.05 0.01 -0.09
C 0.01 -0.42 0.36
C 0.01 0.92 -0.76
C -0.12 0.13 1.45
Br 0.03 -0.27 -0.05
C -0.13 1.12 -1.12
O 0.19 -2.52 1.20
C 0.05 -0.99 0.41
C 0.03 -0.15 -0.66
C -0.03 -0.02 -0.14
C 0.03 -0.17 -0.21
C -0.02 0.01 -0.02
C 0.02 0.01 -0.02
H 0.02 -0.02 0.08
H -0.12 0.03 0.00
H -0.01 -0.07 -0.09
H 0.00 -0.04 0.05
H 0.12 0.11 0.01
H -0.12 0.09 0.03
H -0.04 0.00 0.07
H 0.00 -0.07 -0.09
H 0.11 0.04 0.00
H 0.00 0.13 0.13
H -0.01 0.00 -0.04
H 0.02 -0.01 -0.05
H -0.01 -0.11 -0.08
H -0.05 0.02 -0.05
H 0.11 0.07 0.01
H 0.00 -0.09 0.11
H 0.00 -0.06 -0.11
H -0.11 0.06 0.01
H 0.00 -0.05 -0.10
H 0.01 -0.08 0.10
C -0.24 0.14 -0.13
N -0.01 0.07 -0.04
C 0.19 0.14 0.16
C -0.06 -0.67 0.01
N 0.06 -0.20 -0.14
H -0.09 0.01 0.00
H -0.03 0.09 -0.02
H 0.00 0.01 -0.10
H 0.03 0.02 0.08
H 0.10 0.02 0.00
H 0.04 0.07 0.04
C -0.08 0.05 -0.08
C 0.09 -0.13 0.21
P -0.28 -0.27 -0.04
C -0.07 -0.03 0.11
C 0.02 -0.01 0.02
C -0.11 -0.05 -0.10
C 0.02 -0.02 0.04
H 0.03 0.11 0.00
H 0.08 -0.04 -0.12
H -0.06 0.02 -0.03
H 0.01 0.00 -0.02
H -0.02 -0.07 0.00
H 0.01 0.09 0.04
H -0.01 0.03 0.00
H 0.02 -0.04 0.04
H 0.02 0.00 -0.02
H 0.05 0.06 0.01
H 0.01 0.05 -0.05
H 0.04 0.03 0.02
H 0.00 0.05 0.04
H 0.05 -0.04 0.04
H 0.08 0.00 -0.07

***

No. 2
# C5H12O2

2 unconnected molecules or ions with the total composition C5H12O2 (ωB97M-V with the def2-TZVPD basis set, OMol25).

M   104.1 g mol⁻¹
Energy relative to the best compared isomer or geometry (same formula, charge and spin)   31.3 kcal/mol
2S+1   1
Structure (SMILES)   CCCCC=O.O

Last column: Mulliken charge in e.
Geometry (Å):
1 C -1.582150 -0.627297 -1.380104  -1.3980
2 C -0.863787 -0.049604 -0.173990  0.6554
3 C -0.564739 -0.934300 1.021225  -0.6216
4 C 0.826609 -0.729233 1.663180  -0.5376
5 C 1.454665 0.645822 1.630201  -0.0363
6 O 1.040746 1.593263 1.007476  -0.4728
7 H -2.568871 -1.021643 -1.140198  0.3814
8 H -1.051570 -1.468666 -1.819623  0.3599
9 H -1.811386 0.158224 -2.097749  0.3753
10 H 0.029081 0.412519 -0.556290  -0.5978
11 H -1.376585 0.869818 0.103848  0.3577
12 H -1.312547 -0.849509 1.809344  0.3128
13 H -0.636980 -1.966535 0.668604  0.2732
14 H 0.805389 -0.964245 2.729078  0.3767
15 H 1.566416 -1.368226 1.183062  0.2769
16 H 2.332053 0.837965 2.265942  0.3912
17 O 0.933647 1.822714 -2.591243  -0.6347
18 H 1.004250 1.337679 -1.755915  0.2538
19 H 1.775764 2.301253 -2.566848  0.2848

Cartesian forces, eV/Å:
C -0.82 -0.50 0.44
C -0.29 1.18 -0.73
C 0.28 -0.26 0.00
C -0.03 0.43 -0.09
C -0.73 0.72 -0.15
O 0.16 0.04 0.04
H -0.15 -0.14 0.36
H 0.25 0.14 -0.30
H 0.49 -0.05 -0.25
H 0.60 -0.40 -0.03
H -0.34 -0.10 0.41
H -0.17 0.18 -0.13
H 0.16 -0.11 0.21
H 0.09 -0.40 -0.01
H 0.18 -0.29 0.11
H 0.30 -0.55 0.18
O 0.70 -0.02 0.46
H -0.37 0.03 -0.18
H -0.29 0.10 -0.34

***

No. 3
# C4H12N2O

3 unconnected molecules or ions with the total composition C4H12N2O (ωB97M-V with the def2-TZVPD basis set, OMol25).

M   104.2 g mol⁻¹
Energy relative to the best compared isomer or geometry (same formula, charge and spin)   195.6 kcal/mol
2S+1   1

Last column: Mulliken charge in e.
Geometry (Å):
1 C -1.270918 -0.399625 -0.171898  -0.4252
2 C 0.133180 -0.118807 -0.640752  -0.8797
3 C 0.493819 1.328526 -0.658291  0.6738
4 C 1.855451 1.594117 -0.881923  -0.7578
5 N -0.469199 2.184251 -0.461186  -0.4742
6 N -1.413581 -1.819913 -0.118410  -0.5663
7 H -1.410994 0.113990 0.801500  0.2773
8 H -2.003521 0.032408 -0.870056  0.4379
9 H 0.258765 -0.545917 -1.643866  0.3802
10 H 0.837347 -0.672127 -0.014410  0.5504
11 H 2.231992 2.606470 -0.964850  0.2982
12 H 2.524925 0.757982 -1.029831  0.2941
13 H -0.133611 3.149946 -0.467338  0.2669
14 H 0.844242 0.283728 2.103432  -0.2905
15 H -2.309523 -2.163162 0.208067  0.2451
16 H 1.500067 0.283868 2.472140  0.2508
17 H -0.655844 -2.155221 0.544241  0.3304
18 H 0.694413 -2.836168 2.192961  0.1862
19 O 0.466246 -2.011721 1.743272  -0.7974

Cartesian forces, eV/Å:
C -0.10 -0.33 -0.37
C 0.01 -0.23 -0.37
C 0.01 -0.87 0.10
C -0.46 0.45 -0.04
N 0.18 0.36 -0.02
N 0.21 -0.06 0.46
H -0.10 0.07 -0.05
H -0.02 0.12 0.20
H 0.01 0.14 -0.01
H 0.04 0.00 0.19
H 0.05 -0.01 0.02
H 0.11 0.07 0.04
H 0.14 0.00 0.06
H 0.37 0.06 0.31
H -0.10 0.34 -0.08
H -0.31 0.22 -0.17
H 0.21 -0.34 0.11
H -0.17 0.00 -0.17
O -0.08 -0.01 -0.23

***

No. 4
# H2I3P2

A molecular structure, H2I3P2 (ωB97M-V with the def2-TZVPD basis set, OMol25).

M   444.7 g mol⁻¹
Energy relative to the best compared isomer or geometry (same formula, charge and spin)   17.4 kcal/mol
2S+1   1
Total charge   +1

Last column: Mulliken charge in e.
Geometry (Å):
1 P -1.298445 0.843454 0.691851  0.0298
2 P 0.260454 -0.159170 -0.502110  -0.1603
3 I 1.363620 2.000872 -1.960564  0.2125
4 I 1.905193 -1.240742 0.778963  0.3275
5 I -0.436176 -2.041182 -1.932045  0.2699
6 H -1.522221 -0.474211 1.344063  0.1661
7 H -0.272425 1.070979 1.579842  0.1545

Cartesian forces, eV/Å:
P -0.76 -1.60 -0.07
P 0.84 0.72 -2.03
I -1.01 -2.10 1.32
I 0.30 0.25 0.26
I -0.03 1.21 0.42
H -0.02 1.05 -0.55
H 0.67 0.47 0.64

***

No. 5
# C13H14MnN2O9

A molecular structure, C13H14MnN2O9 (ωB97M-V with the def2-TZVPD basis set, OMol25).

M   397.2 g mol⁻¹
2S+1   2
E   -66437.8157 eV

Last column: Mulliken charge in e.
Geometry (Å):
1 Mn -0.304509 0.025234 -0.020996  0.3015
2 O -0.425822 -1.675317 1.277211  -0.4475
3 C -1.842983 -1.825266 1.481500  -0.5610
4 C -2.577815 -1.801368 0.152330  -0.8598
5 N -2.147745 -0.644982 -0.651904  0.6297
6 C -1.914291 -1.019372 -2.059358  -0.6190
7 C -0.554349 -1.709971 -2.200263  0.3885
8 O -0.334172 -2.476153 -3.115458  -0.7290
9 O 0.290142 -1.366948 -1.274702  -0.7507
10 C -2.989058 0.554091 -0.538400  -0.6108
11 C -2.173809 1.801975 -0.953391  0.3627
12 O -2.770744 2.813253 -1.259668  -0.7094
13 O -0.890253 1.653042 -0.874169  -0.5991
14 H -0.115710 -2.336400 0.636120  0.4058
15 H -2.129704 -0.982737 2.108844  0.3215
16 H -2.050833 -2.751371 2.021765  0.4149
17 H -3.659879 -1.798358 0.316130  0.4169
18 H -2.336571 -2.711851 -0.402115  0.4060
19 H -1.869153 -0.107652 -2.657318  0.4252
20 H -2.708662 -1.654136 -2.459916  0.4018
21 H -3.274092 0.685431 0.508184  0.3823
22 H -3.899383 0.484635 -1.140268  0.4004
23 O 3.101367 -0.979145 -2.094796  -0.4953
24 C 2.380262 0.105335 -1.798463  0.2540
25 O 1.695778 0.724651 -2.556224  -0.5032
26 C 2.605202 0.554111 -0.373637  0.5944
27 C 3.877081 0.901968 0.055255  -0.8319
28 C 4.036897 1.481236 1.301896  -0.7788
29 C 2.914154 1.703072 2.080417  -1.0615
30 C 1.682091 1.301641 1.595709  1.5526
31 N 1.525172 0.706422 0.401987  0.4197
32 C 0.382966 1.458701 2.308329  0.3933
33 O 0.335796 2.067433 3.485833  -0.5100
34 O -0.635642 1.023348 1.818882  -0.2569
35 H 2.820231 -1.280062 -2.974332  0.4119
36 H 4.720805 0.726350 -0.596972  0.5036
37 H 5.016590 1.771043 1.654639  0.4357
38 H 3.019677 2.176037 3.048478  0.2324
39 H 1.200969 2.402081 3.748843  0.2691

Cartesian forces, eV/Å:
Mn -0.03 -0.22 0.20
O -0.01 -0.01 0.02
C -0.05 -0.02 0.01
C 0.02 0.00 -0.01
N 0.02 0.05 0.07
C 0.03 -0.02 -0.06
C -0.05 0.00 0.01
O 0.02 -0.02 -0.03
O 0.00 0.00 -0.06
C 0.01 0.01 -0.05
C -0.02 -0.02 0.16
O -0.02 0.00 -0.06
O -0.08 0.17 -0.16
H -0.01 0.02 0.00
H 0.00 0.00 0.01
H 0.02 0.01 0.00
H 0.00 -0.01 0.00
H 0.00 0.01 0.00
H 0.00 0.01 0.01
H 0.00 0.01 0.03
H 0.00 0.01 0.00
H 0.00 0.00 0.00
O 0.06 -0.04 -0.02
C -0.09 0.03 0.04
O 0.12 0.00 -0.05
C -0.01 0.04 0.03
C -0.03 0.00 -0.01
C 0.03 0.01 0.00
C -0.01 0.03 0.02
C -0.06 -0.03 0.01
N 0.12 -0.01 -0.06
C 0.17 -0.01 -0.03
O -0.01 0.04 0.07
O -0.13 -0.04 -0.06
H 0.00 0.00 0.00
H 0.00 0.01 0.00
H 0.00 0.00 0.00
H 0.01 0.00 0.00
H -0.01 0.01 0.00

***

No. 6
# C5H7N

C5H7N in the gas phase (ωB97M-V with the def2-TZVPD basis set, OMol25).

M   81.1 g mol⁻¹
Energy relative to the best compared isomer or geometry (same formula, charge and spin)   86.1 kcal/mol
2S+1   1
Structure (SMILES)   C1[C@H]2[C@@H]1N1C[C@@H]21

Last column: Mulliken charge in e.
Geometry (Å):
1 C 0.417873 -0.023737 1.382741  -0.6857
2 C 0.694249 0.816353 0.146863  -0.2796
3 C 0.883882 -0.670908 0.135002  -0.0239
4 N -0.105860 -0.896455 -0.964617  -0.4977
5 C -1.413858 -0.284032 -0.668770  -0.1357
6 C -0.285495 0.576678 -1.021870  -0.1355
7 H -0.567982 -0.194596 1.806473  0.1573
8 H 1.196045 0.005506 2.142591  0.2465
9 H 1.493427 1.539508 0.074622  0.3311
10 H 1.831106 -1.184533 0.050763  0.3524
11 H -1.821052 -0.224254 0.334925  0.1206
12 H -2.137092 -0.539554 -1.437767  0.2357
13 H -0.185242 1.080024 -1.980955  0.3146

Cartesian forces, eV/Å:
C -0.12 0.03 0.04
C 0.25 0.04 -0.16
C 0.34 -0.31 0.10
N 0.03 -0.22 -0.13
C -0.23 -0.01 0.12
C -0.12 0.27 -0.18
H 0.12 0.14 -0.15
H -0.10 0.23 -0.19
H -0.13 0.06 0.21
H -0.15 -0.19 0.07
H 0.05 -0.22 -0.11
H 0.09 0.12 0.11
H -0.04 0.07 0.28

***

So what do the calculations give for largest force on an atom? Going down the list: 3.1 1.4 0.9 2.7 0.3 0.5 eV/A.